The following is a DFT calculation (ωB97M-V/def2-TZVPD) of 2 unconnected molecules or ions with the total composition C3H9B at a distorted geometry.

Structure (XYZ):
```
13
Properties=species:S:1:pos:R:3:forces:R:3:nbo_charge:R:1
C 2.745 -0.081 -0.326 -1.916 4.320 5.710 -0.76
C -1.807 -0.783 0.430 -0.227 -2.119 -0.856 -0.62
C -1.326 0.446 -0.442 1.366 1.020 2.372 -0.83
B 0.227 0.868 0.067 0.742 -1.418 -1.839 0.69
H 2.738 -0.643 0.633 0.113 0.134 -0.990 0.19
H -1.829 1.415 -0.030 0.153 -1.695 -1.190 0.23
H -1.667 -0.754 1.548 -0.065 0.353 -1.226 0.22
H 0.541 1.792 0.740 -0.326 -0.089 0.187 -0.15
H 3.356 0.883 -0.196 -1.087 -1.527 -0.503 0.19
H -1.557 0.206 -1.510 0.538 0.610 0.943 0.26
H 2.797 -0.568 -1.180 0.255 -2.249 -3.833 0.16
H -1.321 -1.798 0.064 -0.557 2.181 0.711 0.21
H -2.896 -0.984 0.204 1.011 0.480 0.513 0.22
```
Forces are in eV/Å.

Results
Strongest force on any atom   7.41 eV Å⁻¹
LUMO level (alpha / beta)   0.029 / 0.030 eV
Total charge   0
Orbital gap (alpha / beta)   7.643 / 7.647 eV
ΔE to the lowest compared entry with this formula, charge and spin   413.7 kJ/mol